No. 1
10 unconnected molecules or ions with the total composition H20O10 at a distorted geometry, computed with ωB97M-V with the def2-TZVPD basis set.

* energy above the lowest of the compared OMol25 structures with the same formula, charge and spin: 54.48 kcal per mole
* total charge: 0
* total energy: -20800.24994 eV
* SMILES string: O.O.O.O.O.O.O.O.O.O

Geometry (Å):
O: -3.10647 -0.97480 -1.58333
O: 2.74153 0.90820 1.20067
O: 0.93853 -1.77580 -1.69933
O: 0.02353 2.24620 2.54767
O: 1.56053 2.78820 -0.53833
O: -1.49947 0.91220 -2.67233
O: 0.09953 0.50320 -0.77733
O: -1.48147 -0.47880 1.11167
O: -0.04847 -3.12280 0.78567
O: 0.93153 -0.67380 2.27967
H: -0.54647 0.34120 -0.06933
H: 1.25453 1.88020 -0.85733
H: 0.71253 3.16220 -0.24633
H: -2.40947 -1.62580 -1.58133
H: -0.11447 1.36020 2.32567
H: 0.29853 -2.51780 0.13067
H: -2.06147 -1.21680 0.96067
H: -0.54147 -3.72680 0.25467
H: -1.71247 1.82220 -2.62233
H: -1.22047 0.75620 -3.54833
H: 0.74653 -0.87380 -1.36233
H: -0.52747 0.70920 -1.53033
H: 2.80953 0.26920 0.55767
H: -2.76047 -0.15980 -1.91833
H: 2.40653 1.68920 0.69767
H: -0.65347 -0.87280 1.50367
H: 1.37853 -1.50580 2.37767
H: 1.67453 -0.04180 2.20467
H: -0.56447 2.38420 3.27967
H: 1.67153 -2.16480 -1.21133

Forces on atoms 1 to 6 (eV/Å):
O -1.2 -0.8 0.6
O -0.1 2.7 1.8
O 0.0 -0.7 -0.2
O 0.6 2.1 0.0
O -0.7 -1.2 -0.6
O -0.6 -0.4 0.6



No. 2
10 unconnected molecules or ions with the total composition H20O10 at a distorted geometry, computed with ωB97M-V with the def2-TZVPD basis set.

* energy above the lowest of the compared OMol25 structures with the same formula, charge and spin: 56.61 kcal per mole
* total charge: 0
* total energy: -20800.15780 eV
* SMILES string: O.O.O.O.O.O.O.O.O.O

Geometry (Å):
O: -0.63560 -0.45230 -0.61117
O: -0.68160 -2.01430 2.45083
O: 1.95940 -1.13730 2.45083
O: 1.24040 0.51670 -2.14817
O: 0.79540 1.91670 0.83783
O: 1.38140 -1.04930 -4.37217
O: 2.80440 0.10970 0.29583
O: -2.47060 -2.19330 0.51383
O: -1.41760 2.02470 -1.61517
O: -2.47160 0.97970 1.47083
H: -3.08960 -1.63530 0.95183
H: 2.13840 -1.11330 3.40783
H: -1.41660 1.16470 -1.29717
H: 1.45240 -0.60630 -3.51817
H: -1.85460 -1.56530 0.06183
H: 2.54340 -0.32030 1.10383
H: -1.22660 -2.10030 1.71583
H: -0.31360 0.04170 0.14583
H: -3.13860 0.72270 0.86683
H: 2.04340 0.34070 -1.67417
H: 1.70940 -0.44130 -5.02817
H: -2.11260 1.91770 -2.29817
H: 1.20740 1.45570 -1.97917
H: 0.54840 1.71270 1.70783
H: 2.31840 0.92070 0.39583
H: -2.18060 1.81270 1.10483
H: 0.00840 -0.31030 -1.31117
H: -1.14360 -2.11330 3.28483
H: 1.08740 -1.46130 2.21283
H: 0.91540 2.87670 0.87283

Forces on atoms 1 to 6 (eV/Å):
O -1.1 -0.5 0.6
O 2.9 0.6 2.6
O 1.2 0.5 0.4
O 0.2 0.5 -0.3
O 0.3 1.2 -1.6
O -0.2 -0.7 0.0



No. 3
10 unconnected molecules or ions with the total composition H20O10 at a distorted geometry, computed with ωB97M-V with the def2-TZVPD basis set.

* energy above the lowest of the compared OMol25 structures with the same formula, charge and spin: 83.39 kcal per mole
* total charge: 0
* total energy: -20798.99630 eV
* SMILES string: O.O.O.O.O.O.O.O.O.O

Geometry (Å):
O: 4.27337 0.63915 -1.77732
O: 1.81576 4.30413 0.40654
O: -0.07592 3.38236 3.31390
O: -3.45526 -0.56468 -1.26347
O: -0.23879 -4.36695 2.06355
O: -2.95505 2.02133 -0.39231
O: -1.38825 -1.88066 -1.91916
O: 2.98669 -1.94743 -0.26720
O: 0.29549 -0.24312 1.94192
O: 0.44362 -3.16019 -2.55397
H: 0.24275 -4.08729 -2.72464
H: 3.37952 -1.07463 -0.38076
H: -1.16173 -4.58758 2.23235
H: -0.96143 3.15597 3.61983
H: -3.41514 2.78824 -0.03293
H: -0.20849 -3.40703 2.14486
H: 2.05786 -1.81725 -0.48924
H: -4.26376 -1.00127 -0.97244
H: 4.39623 1.58758 -1.65739
H: 1.81113 5.25460 0.56646
H: -0.08733 4.34426 3.25386
H: 3.32513 0.54170 -1.91990
H: -0.22203 -2.67927 -3.05857
H: 1.24529 3.94742 1.09670
H: -2.03918 2.31178 -0.46854
H: -0.75667 -2.22829 -1.27944
H: -0.04162 -0.81016 1.23920
H: 0.45573 0.60115 1.50544
H: -1.97114 -1.32156 -1.39320
H: -3.48682 0.29768 -0.83412

Forces on atoms 1 to 6 (eV/Å):
O -0.2 0.1 0.1
O -0.2 0.1 0.1
O -0.1 0.2 -0.2
O -0.8 0.1 0.4
O -0.2 0.1 0.0
O 0.1 0.4 0.2



No. 4
10 unconnected molecules or ions with the total composition H20O10 at a distorted geometry, computed with ωB97M-V with the def2-TZVPD basis set.

* energy above the lowest of the compared OMol25 structures with the same formula, charge and spin: 21.91 kcal per mole
* total charge: +1
* total energy: -20789.12015 eV
* expectation value of S²: 0.757
* 2S+1: 2

Geometry (Å):
O: 0.70858 2.92929 1.01149
O: -1.75890 0.08750 1.65690
O: -2.94838 2.71904 0.79214
O: 1.45878 -3.97195 0.71810
O: 2.33312 2.12228 -1.53492
O: -0.31045 -2.34704 2.14598
O: 0.43644 0.42703 -0.26716
O: -0.26097 -2.22586 -0.79709
O: 3.15693 -1.27465 -1.93699
O: -2.13830 1.63881 -1.73571
H: -0.28384 0.80665 0.23614
H: 2.94488 -1.12322 -2.85804
H: -2.19923 3.27275 1.01217
H: 3.12544 2.21084 -1.00519
H: -0.97766 -1.68543 1.96342
H: -1.66251 1.13583 -2.39666
H: 2.32820 -1.14587 -1.47562
H: 0.24910 -1.94639 2.81128
H: -2.60160 2.31207 -2.23401
H: -2.61702 0.42049 1.39426
H: 1.25048 2.37018 1.56825
H: 0.62676 2.44356 0.19075
H: -0.94541 -2.86741 -0.60683
H: 0.82497 -3.25634 0.66881
H: -2.63953 2.17386 0.06852
H: -0.17035 -2.24702 -1.74976
H: -1.52126 0.61273 2.42103
H: 2.01287 1.24106 -1.34223
H: 1.35159 -4.32711 1.60048
H: 0.22731 -0.50558 -0.31945

Forces on atoms 1 to 6 (eV/Å):
O -0.2 0.5 0.0
O 0.5 -0.4 -0.2
O -0.3 -0.2 0.4
O 0.9 -0.5 -0.6
O -0.2 0.5 -0.3
O 0.5 -0.6 -0.2



No. 5
10 unconnected molecules or ions with the total composition H20O10 at a distorted geometry, computed with ωB97M-V with the def2-TZVPD basis set.

* energy above the lowest of the compared OMol25 structures with the same formula, charge and spin: 5.58 kcal per mole
* total charge: +1
* total energy: -20789.82855 eV
* expectation value of S²: 0.756
* 2S+1: 2

Geometry (Å):
O: 3.00779 -13.50927 4.38449
O: 3.73094 -16.28790 0.10662
O: 8.09952 -13.09032 2.79480
O: 3.78062 -12.05973 1.93267
O: 7.01936 -15.99613 4.08708
O: 2.35201 -13.85223 0.38422
O: 6.94878 -16.91309 1.31564
O: 5.06843 -11.27734 -0.93096
O: 5.88283 -13.85890 1.33319
O: 6.07892 -16.28658 -1.23740
H: 7.49539 -13.06294 2.05284
H: 5.06288 -13.41941 1.55850
H: 2.13648 -13.31831 4.03726
H: 5.83622 -16.46234 -2.14649
H: 4.42569 -16.31378 -0.55131
H: 5.72025 -10.57639 -0.92549
H: 7.74679 -17.44138 1.29757
H: 6.69122 -16.83590 0.39698
H: 5.09047 -11.63250 -0.04236
H: 5.62196 -14.75099 1.10438
H: 6.91803 -16.11424 3.14262
H: 1.47712 -14.08645 0.07448
H: 7.79201 -13.82356 3.32774
H: 2.85202 -14.66661 0.32937
H: 6.89737 -15.79398 -1.29846
H: 3.39085 -11.20331 2.10832
H: 3.59580 -12.94768 3.87942
H: 3.14060 -12.50543 1.37773
H: 3.16191 -17.02467 -0.11612
H: 6.12351 -15.97127 4.42331

Forces on atoms 1 to 6 (eV/Å):
O 0.2 -0.3 0.4
O -0.3 0.2 0.3
O 1.5 1.0 0.6
O 0.7 0.2 0.3
O 0.7 0.8 0.2
O -0.1 0.7 0.2



No. 6
A molecular structure, H20O10Sr at a distorted geometry, computed with ωB97M-V with the def2-TZVPD basis set.

* energy above the lowest of the compared OMol25 structures with the same formula, charge and spin: 6.93 kcal per mole
* total charge: +2
* total energy: -21625.96714 eV

Geometry (Å):
Sr: -8.62200 -8.90700 -7.36600
O: -6.60400 -10.02200 -9.12700
O: -7.10500 -10.51000 -5.97500
O: -11.22400 -8.56500 -6.94000
O: -9.71700 -11.29400 -6.80800
O: -6.58500 -7.54700 -5.99900
O: -9.27100 -6.54900 -6.59100
O: -9.43500 -10.52300 -9.52500
O: -9.43200 -8.95900 -4.73200
O: -7.22300 -7.07400 -8.85700
O: -9.92100 -7.67900 -9.61100
H: -6.82000 -7.10200 -5.17700
H: -10.27000 -10.99700 -6.12600
H: -6.16500 -10.25600 -6.04000
H: -6.44700 -10.16300 -10.07000
H: -10.82700 -7.96300 -9.83400
H: -10.37200 -10.62600 -9.69400
H: -6.28000 -6.82300 -6.48500
H: -6.18800 -10.68700 -8.57600
H: -11.73200 -7.74300 -7.08000
H: -10.14300 -8.29500 -4.54900
H: -7.32600 -10.62600 -5.04500
H: -9.07600 -11.42300 -9.57900
H: -9.86700 -9.74100 -4.40600
H: -10.17100 -11.85900 -7.41700
H: -6.34400 -7.25300 -9.25000
H: -11.81900 -9.24400 -7.20600
H: -9.40000 -8.00400 -10.33600
H: -7.19000 -6.14500 -8.58800
H: -9.49500 -6.05300 -5.81400
H: -9.32700 -5.91800 -7.32500

Forces on atoms 1 to 6 (eV/Å):
Sr 0.3 0.0 -0.5
O -0.7 0.8 0.4
O 0.5 0.3 -0.6
O 0.2 1.1 0.0
O 2.0 0.5 -0.9
O -0.9 -1.4 1.3



No. 7
10 unconnected molecules or ions with the total composition H21O10 at a distorted geometry, computed with ωB97M-V with the def2-TZVPD basis set.

* energy above the lowest of the compared OMol25 structures with the same formula, charge and spin: 87.52 kcal per mole
* total charge: +1
* total energy: -20807.03327 eV

Geometry (Å):
O: 2.23731 -2.01790 0.82396
O: -0.93329 -3.89683 -0.21633
O: -1.39882 1.05803 0.44306
O: 1.81858 -0.41006 -1.43210
O: -0.30261 -1.65766 1.96713
O: -0.56446 0.37987 -3.94833
O: -2.54341 0.46408 -1.79546
O: 1.43002 1.06560 2.12770
O: -0.56101 2.86526 2.12684
O: 0.91366 2.09358 -0.19480
H: 2.25998 1.08065 2.52282
H: -3.24002 -0.14000 -1.56912
H: -0.38850 -0.99077 1.24047
H: 2.44717 0.06763 -2.06270
H: 0.94599 1.27267 -0.72446
H: -0.62977 -0.66554 -4.30964
H: -0.33770 2.68938 3.16831
H: -1.94743 1.31244 -0.46083
H: -1.02313 0.63452 -3.23408
H: -0.28992 1.43504 0.30780
H: 1.85055 -1.24944 -1.76029
H: -1.81829 -3.68805 -0.47865
H: 0.59417 -2.12299 1.98118
H: 1.65201 -2.59237 0.20205
H: 0.94973 0.53329 2.63770
H: -0.85108 -3.31900 0.50271
H: 1.36910 1.82014 0.63006
H: -0.66528 3.87667 2.29679
H: -3.05183 1.19383 -2.22210
H: -1.57275 1.94042 0.96575
H: 2.97934 -2.64038 1.15280

Forces on atoms 1 to 6 (eV/Å):
O 0.2 -3.0 -0.5
O 0.4 -1.0 -1.4
O -0.2 4.1 -1.1
O 1.3 4.9 -0.3
O 0.5 -0.2 -0.2
O 3.4 -4.8 -6.5